Record 1
Density functional theory data (wB97M-V/def2-TZVPD) for a molecular structure, C50H51N8O3TeTi in a non-equilibrium geometry.

Its strongest force on any atom is 1.48 eV/Å. The calculation puts the energy above the lowest of the compared OMol25 structures with the same formula, charge and spin at 97.6 kJ/mol. The LUMO energy is -3.0567 eV. For the molar mass, the calculation gives 987.48 g mol⁻¹. As for the net charge: +1.

The geometry in XYZ format:
```
114
C50H51N8O3TeTi, DFT wB97M-V/def2-TZVPD
Ti 0.98 -0.34 -1.08
C 4.15 -0.70 -1.28
N 3.09 -1.72 -1.05
C 3.11 -2.12 0.38
C 2.91 -0.94 1.29
C 3.60 -0.77 2.47
C 3.43 0.40 3.19
C 2.59 1.38 2.69
C 1.90 1.13 1.52
N 2.05 -0.01 0.84
C 3.44 -2.96 -1.80
C 2.84 -3.15 -3.17
C 3.66 -3.36 -4.27
C 3.06 -3.61 -5.50
C 1.68 -3.63 -5.57
C 0.96 -3.44 -4.41
N 1.52 -3.22 -3.22
C 3.76 0.76 -1.41
C 4.76 1.72 -1.37
C 4.43 3.04 -1.64
C 3.12 3.37 -1.95
C 2.18 2.36 -1.95
N 2.49 1.09 -1.67
H 4.64 -0.94 -2.23
H 4.92 -0.78 -0.51
H 4.07 -2.59 0.63
H 2.34 -2.87 0.52
H 4.27 -1.55 2.81
H 3.97 0.56 4.12
H 2.44 2.32 3.20
H 1.19 1.85 1.10
H 3.12 -3.81 -1.19
H 4.53 -3.02 -1.87
H 4.73 -3.33 -4.17
H 3.67 -3.78 -6.38
H 1.17 -3.82 -6.51
H -0.13 -3.47 -4.43
H 5.77 1.43 -1.15
H 5.20 3.80 -1.60
H 2.82 4.38 -2.17
H 1.14 2.57 -2.16
O -0.34 1.17 -4.51
C 0.53 0.44 -4.09
N 0.37 -0.48 -3.07
C -0.90 -1.06 -2.96
O -1.87 -0.89 -3.65
C -0.99 -2.16 -1.89
C -1.94 -3.15 -2.04
C -2.05 -4.12 -1.05
C -1.26 -4.04 0.08
C -0.34 -3.01 0.16
N -0.19 -2.12 -0.81
C 1.91 0.51 -4.73
C 2.03 1.36 -5.83
C 3.26 1.46 -6.46
C 4.32 0.71 -5.97
C 4.09 -0.11 -4.87
N 2.91 -0.22 -4.26
H -2.57 -3.13 -2.91
H -2.78 -4.91 -1.15
H -1.35 -4.75 0.89
H 0.28 -2.87 1.05
H 1.17 1.92 -6.16
H 3.39 2.11 -7.31
H 5.30 0.75 -6.42
H 4.90 -0.71 -4.47
C -1.94 2.16 -1.68
C -0.84 1.93 -0.68
O -0.33 2.82 -0.02
N -0.37 0.61 -0.57
Te -1.22 0.33 2.50
C -1.88 0.26 4.50
C -3.04 -0.44 4.83
C -3.88 -1.18 3.83
C -3.47 -0.44 6.16
C -2.77 0.22 7.16
C -3.25 0.21 8.58
C -1.61 0.90 6.80
C -1.15 0.93 5.49
C 0.13 1.68 5.24
C -2.98 1.13 1.65
C -3.79 0.39 0.79
C -3.51 -1.02 0.36
C -4.93 0.99 0.25
C -5.27 2.30 0.53
C -6.49 2.94 -0.07
C -4.43 3.03 1.37
C -3.29 2.48 1.93
C -2.43 3.34 2.81
H -2.80 1.53 -1.43
H -2.22 3.21 -1.65
H -1.62 1.86 -2.68
H -3.28 -1.63 3.04
H -4.59 -0.50 3.33
H -4.46 -1.96 4.32
H -4.37 -0.98 6.41
H -4.18 -0.35 8.68
H -3.43 1.22 8.94
H -2.52 -0.25 9.24
H -1.05 1.42 7.57
H 0.23 2.51 5.93
H 0.19 2.07 4.22
H 0.99 1.02 5.39
H -2.58 -1.41 0.76
H -3.46 -1.07 -0.73
H -4.32 -1.69 0.68
H -5.56 0.41 -0.41
H -7.05 2.23 -0.67
H -6.21 3.78 -0.71
H -7.15 3.33 0.70
H -4.67 4.06 1.59
H -2.85 4.34 2.87
H -1.42 3.42 2.40
H -2.35 2.94 3.82
```

=====

Record 2
Density functional theory data (wB97M-V/def2-TZVPD) for a single C6H12O molecule.

Its strongest force on any atom is 0.38 eV/Å. The calculation puts the energy above the lowest of the compared OMol25 structures with the same formula, charge and spin at 98.6 kJ/mol. The LUMO energy is 0.9346 eV. For the molar mass, the calculation gives 100.16 g mol⁻¹. As for the structure (SMILES): C[C@H]1OCC1(C)C.

The geometry in XYZ format:
```
19
C6H12O, DFT wB97M-V/def2-TZVPD
C 1.72 -0.17 -1.28
C 1.10 0.29 0.03
O 0.87 1.71 0.03
C -0.54 1.53 0.20
C -0.40 0.00 0.30
C -0.65 -0.54 1.71
C -1.18 -0.81 -0.73
H 2.70 0.31 -1.40
H 1.87 -1.26 -1.28
H 1.10 0.11 -2.13
H 1.74 0.00 0.87
H -1.11 1.90 -0.66
H -0.91 2.03 1.11
H -0.14 0.08 2.46
H -0.28 -1.57 1.80
H -1.72 -0.54 1.94
H -0.85 -1.85 -0.74
H -1.08 -0.41 -1.74
H -2.25 -0.80 -0.48
```

=====

Record 3
Density functional theory data (wB97M-V/def2-TZVPD) for a single C5H6O2 molecule in a non-equilibrium geometry.

Its strongest force on any atom is 2.06 eV/Å. The calculation puts the energy above the lowest of the compared OMol25 structures with the same formula, charge and spin at 247.7 kJ/mol. The LUMO energy is 0.9664 eV. For the molar mass, the calculation gives 98.10 g mol⁻¹. As for the structure (SMILES): O=COC=C1CC1.

The geometry in XYZ format:
```
13
C5H6O2, DFT wB97M-V/def2-TZVPD
O 0.07 2.82 -1.22
C 0.73 1.97 -1.71
O 0.51 0.66 -1.56
C -0.58 0.26 -0.83
C -0.44 -0.50 0.23
C -0.88 -1.39 1.31
C 0.62 -0.99 1.14
H 1.61 2.04 -2.26
H -1.48 0.62 -1.21
H -1.01 -2.49 1.39
H -1.44 -1.01 2.18
H 0.99 -0.21 1.74
H 1.30 -1.78 0.79
```

=====

Record 4
Density functional theory data (wB97M-V/def2-TZVPD) for 13 unconnected molecules or ions with the total composition C4H34N2O14 in a non-equilibrium geometry.

Its strongest force on any atom is 2.42 eV/Å. The calculation puts the energy above the lowest of the compared OMol25 structures with the same formula, charge and spin at 171.7 kJ/mol. The LUMO energy is -0.1301 eV. For the molar mass, the calculation gives 334.32 g mol⁻¹.

The geometry in XYZ format:
```
54
C4H34N2O14, DFT wB97M-V/def2-TZVPD
C 0.34 -0.12 -0.14
N 1.47 -0.81 0.52
C 2.07 -0.26 1.62
O 1.24 0.24 2.58
O 3.26 -0.19 1.73
C 0.84 0.33 -1.51
C -0.37 0.96 -2.25
N 1.42 -0.71 -2.40
H -0.55 -0.74 -0.20
H 0.16 0.75 0.45
H 2.05 -1.42 -0.10
H 0.44 -0.31 2.77
H 1.65 1.05 -1.42
H -0.53 0.55 -3.25
H -0.38 2.04 -2.37
H -1.37 0.70 -1.88
H 1.73 -0.36 -3.28
H 0.67 -1.36 -2.61
H -2.62 4.75 1.75
H -3.39 3.77 0.85
O -3.33 4.08 1.72
H -2.86 2.38 1.98
H -1.76 1.44 2.64
O -2.41 1.46 1.95
H 5.47 -0.63 0.18
H 4.13 -0.13 0.29
O 4.86 -0.13 -0.39
H -0.41 5.27 0.11
H -1.65 6.30 0.28
O -1.41 5.38 0.27
H -2.39 -1.43 2.37
H -3.14 -0.22 1.79
O -3.13 -1.21 1.79
H 4.19 -1.54 -1.25
H 2.96 -1.73 -2.19
O 3.52 -2.19 -1.59
H -0.38 -2.62 3.15
H -0.20 -1.74 1.92
O -0.61 -1.76 2.79
H -0.34 -4.89 1.35
H 0.66 -3.81 0.83
O 0.17 -4.09 1.64
H 2.29 -3.53 -1.17
H 0.91 -2.86 -1.18
O 1.35 -3.68 -0.93
H -2.80 -2.99 -2.64
H -2.55 -1.94 -1.57
O -2.11 -2.46 -2.24
H -3.66 -1.66 0.35
H -4.70 -2.70 -0.23
O -4.07 -2.02 -0.51
H 1.71 5.10 -1.42
H 2.18 5.95 -0.19
O 1.39 5.70 -0.72
```

=====

Record 5
Density functional theory data (wB97M-V/def2-TZVPD) for a single C16H14N2O3S molecule.

Its strongest force on any atom is 0.86 eV/Å. The calculation puts the energy above the lowest of the compared OMol25 structures with the same formula, charge and spin at 81.3 kJ/mol. The LUMO energy is -0.1739 eV. For the molar mass, the calculation gives 314.37 g mol⁻¹. As for the structure (SMILES): O=c1ccc2cc(S(=O)(=O)NCc3ccccc3)ccc2[nH]1.

The geometry in XYZ format:
```
36
C16H14N2O3S, DFT wB97M-V/def2-TZVPD
O 6.57 0.97 0.32
C 5.40 0.80 0.03
C 4.55 1.75 -0.66
C 3.26 1.48 -0.94
C 2.66 0.24 -0.57
C 1.33 -0.09 -0.84
C 0.83 -1.30 -0.45
S -0.88 -1.71 -0.77
O -1.45 -0.67 -1.58
O -0.99 -3.06 -1.20
N -1.47 -1.69 0.81
C -1.69 -0.37 1.37
C -2.82 0.39 0.73
C -4.10 -0.14 0.73
C -5.14 0.53 0.12
C -4.92 1.74 -0.50
C -3.64 2.28 -0.51
C -2.60 1.61 0.11
C 1.62 -2.24 0.22
C 2.93 -1.94 0.49
C 3.47 -0.71 0.11
N 4.77 -0.39 0.37
H 5.02 2.68 -0.94
H 2.65 2.20 -1.46
H 0.68 0.60 -1.36
H -2.28 -2.29 0.87
H -0.75 0.18 1.25
H -1.88 -0.50 2.44
H -4.29 -1.09 1.22
H -6.14 0.10 0.13
H -5.73 2.26 -0.99
H -3.46 3.23 -0.99
H -1.61 2.03 0.10
H 1.18 -3.18 0.49
H 3.56 -2.66 1.00
H 5.35 -1.07 0.85
```

=====

Record 6
Density functional theory data (wB97M-V/def2-TZVPD) for a single C22H23N3O3S molecule.

Its strongest force on any atom is 0.96 eV/Å. The calculation puts the energy above the lowest of the compared OMol25 structures with the same formula, charge and spin at 96.1 kJ/mol. The LUMO energy is 0.4955 eV. For the molar mass, the calculation gives 409.51 g mol⁻¹. As for the structure (SMILES): Cc1ccc(C)c(NS(=O)(=O)c2cc(C(=O)NCc3ccccn3)ccc2C)c1.

The geometry in XYZ format:
```
52
C22H23N3O3S, DFT wB97M-V/def2-TZVPD
C 5.90 2.49 0.69
C 4.52 2.28 0.15
C 3.54 3.25 0.30
C 2.27 3.05 -0.22
C 1.93 1.88 -0.88
C 0.55 1.67 -1.43
C 2.93 0.90 -1.03
N 2.68 -0.32 -1.68
S 2.73 -1.73 -0.78
O 4.03 -1.86 -0.19
O 2.29 -2.76 -1.67
C 1.45 -1.42 0.45
C 0.18 -1.76 0.02
C -0.94 -1.45 0.78
C -2.28 -1.84 0.25
O -2.43 -2.75 -0.53
N -3.31 -1.10 0.72
C -4.64 -1.25 0.19
C -5.29 0.09 -0.04
C -6.51 0.19 -0.70
C -7.07 1.45 -0.87
C -6.39 2.55 -0.37
C -5.19 2.34 0.28
N -4.65 1.15 0.44
C -0.75 -0.82 2.01
C 0.52 -0.50 2.44
C 1.65 -0.78 1.66
C 3.00 -0.39 2.18
C 4.20 1.11 -0.53
H 6.34 1.55 1.01
H 5.90 3.19 1.52
H 6.55 2.91 -0.09
H 3.76 4.17 0.82
H 1.52 3.81 -0.09
H -0.09 2.50 -1.15
H 0.11 0.75 -1.03
H 0.57 1.60 -2.51
H 1.85 -0.32 -2.26
H 0.07 -2.28 -0.92
H -3.16 -0.21 1.17
H -5.26 -1.83 0.89
H -4.58 -1.82 -0.74
H -7.00 -0.69 -1.07
H -8.01 1.57 -1.38
H -6.79 3.55 -0.48
H -4.62 3.17 0.69
H -1.59 -0.59 2.64
H 0.66 -0.02 3.39
H 3.08 -0.64 3.24
H 3.79 -0.89 1.63
H 3.13 0.69 2.08
H 4.94 0.33 -0.65
```

=====

Record 7
Density functional theory data (wB97M-V/def2-TZVPD) for 2 unconnected molecules or ions with the total composition C5H11NO.

Its strongest force on any atom is 0.53 eV/Å. The calculation puts the energy above the lowest of the compared OMol25 structures with the same formula, charge and spin at 302.5 kJ/mol. The LUMO energy is 0.9036 eV. For the molar mass, the calculation gives 101.15 g mol⁻¹. As for the structure (SMILES): CCN1C[C@H]1C=O.[H][H].

The geometry in XYZ format:
```
18
C5H11NO, DFT wB97M-V/def2-TZVPD
C -1.83 -1.23 -0.09
C -1.32 -0.04 0.69
N 0.10 0.17 0.45
C 0.61 1.50 0.63
C 0.42 0.95 -0.74
C 1.62 0.52 -1.52
O 2.64 0.12 -1.01
H -2.89 -1.41 0.12
H -1.26 -2.13 0.17
H -1.73 -1.06 -1.17
H -1.91 0.87 0.44
H -1.44 -0.21 1.77
H -0.09 2.27 0.95
H 1.62 1.56 1.03
H -0.42 1.34 -1.32
H 1.53 0.60 -2.63
H 2.36 -2.20 1.27
H 1.99 -1.62 0.98
```